12
Properties=species:S:1:pos:R:3:lowdin_charge:R:1 method="wB97M-V/def2-TZVPD" charge=-1 e_homo_ev=-1.8 relative_energy_kcal_mol=184.5 energy_ev=-26386.0099
S -2.083 0.376 -0.163 0.8649
O -1.846 1.005 1.125 -0.5253
H -0.683 -1.059 -1.586 0.0153
H 1.848 -0.803 -1.870 -0.2272
H 2.079 1.031 0.851 -0.0124
C -0.895 -0.849 -0.522 -0.7643
H 0.310 1.450 0.619 0.0530
P 0.701 -0.918 0.335 0.6247
O -2.190 -1.247 -0.063 -0.3550
C 1.236 0.781 0.337 -0.4559
H 0.108 -0.620 1.597 -0.0831
H 1.415 0.851 -0.660 -0.1346